{
  "formula": "C13H15N7O3Ti",
  "method": "ωB97M-V/def2-TZVPD",
  "spin_multiplicity": 2,
  "gap_ev": [5.335, 5.331],
  "s2": 0.750,
  "relative_energy_kj_mol": 437.9,
  "charge": -1,
  "energy_ha": -1962.316153,
  "elements": ["Ti", "C", "C", "O", "C", "C", "C", "N", "N", "C", "O", "C", "C", "C", "C", "C", "C", "H", "H", "H", "H", "H", "H", "H", "H", "H", "H", "H", "H", "N", "N", "N", "C", "N", "N", "H", "H", "H", "O"],
  "xyz": [[0.95, 1.51, 13.49], [4.79, 2.49, 11.43], [4.12, 1.73, 12.64], [2.78, 1.38, 12.59], [5.04, 1.76, 13.81], [4.56, 1.99, 14.92], [5.46, 2.29, 15.88], [2.95, 1.23, 14.93], [3.05, 0.01, 14.94], [2.51, -0.99, 14.13], [1.36, -0.69, 13.55], [3.08, -2.36, 13.61], [4.07, -3.24, 14.07], [4.55, -4.40, 13.44], [4.12, -4.77, 12.15], [3.23, -3.92, 11.58], [2.65, -2.83, 12.30], [4.13, 3.26, 11.04], [5.05, 1.85, 10.59], [5.72, 2.91, 11.83], [6.10, 1.78, 13.66], [6.02, 1.09, 15.89], [5.66, 3.26, 16.70], [7.55, -5.27, 10.99], [4.52, -3.04, 15.03], [5.45, -4.84, 13.86], [4.57, -5.67, 11.73], [2.97, -3.98, 10.52], [1.94, -2.25, 11.64], [0.57, 3.40, 19.30], [0.04, 2.80, 18.18], [-0.21, 3.75, 17.26], [-0.99, 3.00, 16.49], [-1.24, 1.74, 16.80], [-0.73, 1.77, 17.95], [1.16, 4.13, 18.83], [1.21, 2.78, 19.82], [-1.52, 3.51, 15.63], [0.23, 3.01, 13.53]],
  "nbo_charge": [1.68, -0.69, 0.54, -0.76, -0.41, 0.20, -0.71, -0.35, -0.30, 0.41, -0.86, -0.06, -0.21, -0.23, -0.24, -0.25, -0.19, 0.23, 0.22, 0.22, 0.21, 0.23, 0.22, 0.00, 0.20, 0.20, 0.20, 0.20, 0.22, -0.61, 0.12, -0.31, 0.13, -0.26, -0.06, 0.39, 0.37, 0.21, -0.90]
}